# 1
A cluster of 2 separate species, C8H16Cl3IN3O3S2 in total in a non-equilibrium geometry, computed with wB97M-V/def2-TZVPD.

Last column: natural (NBO) charge in e.
CARTESIAN COORDINATES (ANGSTROEM)
1 I 3.6726 1.0156 -0.8575  0.181
2 Cl -3.3372 3.6286 -2.2180  0.046
3 Cl -2.4408 0.9776 -1.4338  -0.046
4 Cl -2.2984 1.7890 -4.2090  0.053
5 S -1.0921 1.9690 4.5307  0.243
6 S -0.2483 -3.7741 -0.6572  2.376
7 O -1.6531 -3.7213 -0.8772  -0.918
8 O 0.2353 -3.5035 0.6657  -0.960
9 O 0.2626 -5.2197 -1.0720  -0.862
10 N -1.1759 1.7015 2.8496  -0.711
11 N 1.1270 1.8620 2.5411  -0.570
12 N -0.3133 1.5266 0.7067  -0.555
13 C 0.2380 -1.2414 -1.6332  -0.408
14 C -3.2082 1.9494 -2.7168  -0.275
15 C 2.1136 0.9453 0.5837  -0.340
16 C 0.5495 -2.7226 -1.8443  -0.680
17 C 0.4079 -0.7407 -0.1889  -0.440
18 C 2.1042 2.1799 1.4687  -0.265
19 C -0.1125 1.6844 2.0296  0.686
20 C 0.7314 0.7605 -0.0607  -0.076
21 H 1.1340 2.6255 3.2133  0.429
22 H 0.7808 1.1881 -1.0591  0.233
23 H 1.1938 -1.3403 0.2606  0.241
24 H -4.2038 1.5559 -2.8724  0.242
25 H 1.7970 3.0703 0.9228  0.215
26 H 0.1563 -3.0319 -2.8102  0.266
27 H 3.0979 2.2976 1.8853  0.245
28 H 0.9610 -0.6970 -2.2457  0.223
29 H -0.9319 0.7014 4.9591  0.138
30 H -1.2514 1.1554 0.5388  0.415
31 H 1.0943 -5.3534 -0.5973  0.511
32 H -2.1008 1.5764 2.4708  0.428
33 H -0.7295 -0.9961 -2.0531  0.234
34 H -0.4946 -0.9845 0.3758  0.225
35 H 1.6151 -2.9422 -1.8395  0.242
36 H 2.3197 0.1084 1.2436  0.236

total charge: +1
orbital gap: 9.96 eV
2S+1: 1
LUMO: -2.904 eV

# 2
A cluster of 4 separate species, C8H16Cl8 in total in a non-equilibrium geometry, computed with wB97M-V/def2-TZVPD.

Last column: natural (NBO) charge in e.
CARTESIAN COORDINATES (ANGSTROEM)
1 Cl -2.6920 2.9426 29.9677  -0.036
2 Cl -0.6614 -1.6460 25.9498  -0.100
3 Cl -0.3598 -4.6492 23.3800  -0.051
4 Cl 0.8562 -0.9624 30.2820  -0.043
5 Cl -3.3153 -2.8850 29.1387  -0.044
6 Cl -4.2285 0.2386 30.1495  -0.055
7 Cl -0.4554 -8.1738 23.0254  -0.064
8 Cl -0.2084 -4.1619 29.9566  -0.035
9 C -4.3724 1.4453 31.4379  -0.390
10 C -1.6790 -2.7339 27.0410  -0.342
11 C -1.2955 -7.1248 24.2062  -0.391
12 C -0.5283 -5.8783 24.6596  -0.394
13 C 1.4570 -2.4276 31.1132  -0.384
14 C 0.3596 -3.5154 31.4501  -0.414
15 C -2.2119 -1.8965 28.2348  -0.431
16 C -3.1972 2.4519 31.6124  -0.399
17 H -2.6418 -0.9256 27.9884  0.240
18 H -4.6820 0.9335 32.3491  0.221
19 H -0.4587 -2.9773 31.9285  0.218
20 H 0.4903 -6.2174 24.8480  0.225
21 H -2.4564 1.8010 32.0767  0.221
22 H -1.3732 -7.9149 24.9531  0.229
23 H 2.1362 -2.9838 30.4670  0.222
24 H -1.0104 -3.5404 27.3422  0.216
25 H -2.3348 -6.9453 23.9308  0.221
26 H -3.7157 3.1834 32.2323  0.230
27 H -1.3393 -1.9008 28.8880  0.236
28 H -2.5036 -3.0729 26.4140  0.214
29 H 1.8492 -2.1299 32.0856  0.218
30 H 0.6822 -4.2931 32.1423  0.228
31 H -5.2077 2.0314 31.0546  0.208
32 H -0.9991 -5.3915 25.5137  0.224

total charge: 0
orbital gap: 10.81 eV
2S+1: 1
LUMO: 0.507 eV
structure (SMILES): ClCCCl.ClCCCl.ClCCCl.ClCCCl

# 3
A structure of composition C8H16Cl8F6MgN3O12S6 in a non-equilibrium geometry, computed with wB97M-V/def2-TZVPD.

Last column: natural (NBO) charge in e.
CARTESIAN COORDINATES (ANGSTROEM)
1 Cl 6.9484 -5.0194 4.8942  -0.048
2 Cl 1.4117 9.5573 -2.5309  -0.071
3 Cl -4.5568 -1.7524 8.1876  -0.076
4 Cl -5.2046 6.8600 0.8785  -0.081
5 Cl 0.2625 12.0516 -0.7512  -0.068
6 Cl -4.5228 6.1065 4.0261  -0.013
7 Cl -1.1562 -2.7206 6.4852  -0.097
8 Cl 6.0604 -8.0608 5.1854  -0.101
9 S 0.8971 -7.6740 -3.1834  2.349
10 S 1.6080 -0.7107 -8.0934  2.338
11 S 1.0366 -0.6827 0.9047  2.318
12 S -0.4191 -6.0816 -4.2382  2.274
13 S 3.4421 -1.3146 -6.8015  2.296
14 S 0.5081 1.5486 0.6571  2.356
15 Mg 0.1431 -0.3688 -3.6685  1.700
16 F 1.6949 -1.7644 -0.0804  -0.506
17 F 2.4861 -8.0726 -3.2222  -0.520
18 F -0.5353 -5.7215 -5.8455  -0.521
19 F -0.0542 -0.7002 -7.9213  -0.560
20 F 3.7587 -1.1063 -5.2548  -0.533
21 F -0.1922 2.4856 -0.4555  -0.550
22 O 1.6949 2.3616 0.7879  -0.880
23 O -0.4482 -4.7203 -3.6857  -0.915
24 O 4.4607 -0.4278 -7.2964  -0.838
25 O 1.8409 -1.9010 -8.9350  -0.813
26 O 1.7290 0.6188 -8.6575  -0.877
27 O -1.6016 -6.9721 -4.1575  -0.839
28 O 0.2671 -8.9201 -3.5386  -0.870
29 O -0.4996 1.5261 1.7579  -0.852
30 O 2.1523 -0.2770 1.7983  -0.822
31 O 0.6923 -7.0494 -1.8510  -0.868
32 O 3.6846 -2.7617 -6.8779  -0.834
33 O -0.0670 -1.4394 1.4227  -0.873
34 N 1.7796 -0.8416 -6.5435  -1.110
35 N 0.5662 0.3940 -0.3776  -1.144
36 N 1.1591 -6.7550 -4.4210  -0.906
37 C -6.4435 6.1478 1.9598  -0.376
38 C -2.6756 -1.7775 6.0828  -0.365
39 C -0.7783 10.8969 -1.6692  -0.383
40 C 5.2411 -5.4411 5.0684  -0.399
41 C 4.9935 -6.8265 4.3162  -0.348
42 C -0.2085 9.4550 -1.7404  -0.377
43 C -5.6852 5.3077 2.9913  -0.417
44 C -3.2304 -0.9684 7.2571  -0.386
45 H -6.4252 4.8713 3.6623  0.217
46 H -3.3607 -2.5156 5.6655  0.233
47 H 5.1696 -6.8329 3.2405  0.229
48 H -0.0127 9.0600 -0.7435  0.223
49 H -2.2917 -1.1203 5.3026  0.235
50 H -1.7521 10.9888 -1.1880  0.228
51 H -3.7657 -0.1252 6.8207  0.221
52 H 4.6489 -4.6402 4.6259  0.226
53 H -2.4487 -0.6097 7.9267  0.234
54 H -0.8331 8.7399 -2.2758  0.227
55 H -0.7359 11.1997 -2.7154  0.219
56 H 4.9581 -5.4801 6.1203  0.221
57 H -5.2548 4.4558 2.4650  0.223
58 H -7.1892 5.6961 1.3057  0.233
59 H 3.9711 -7.1714 4.4707  0.220
60 H -6.9180 6.9958 2.4536  0.215

total charge: -1
orbital gap: 2.18 eV
2S+1: 1
LUMO: -5.504 eV

# 4
A structure of composition C8H16ClCsNaO10P in a non-equilibrium geometry, computed with wB97M-V/def2-TZVPD.

Last column: Mulliken charge in e.
CARTESIAN COORDINATES (ANGSTROEM)
1 Cs -1.8451 0.6124 -3.0975  1.045
2 Cl 0.5909 3.3306 2.2945  -0.777
3 P -1.1757 2.0179 -0.6546  0.630
4 Na 3.9836 4.8406 -1.5245  0.998
5 O -1.6366 -4.2150 0.0714  -0.322
6 O 2.4672 1.2969 -1.4037  -0.537
7 O 2.4625 0.5863 0.7934  -0.435
8 O -2.2821 0.6461 -0.6264  -0.670
9 O 0.0581 4.7113 -2.6943  -0.983
10 O -0.3444 -2.9000 1.2088  -0.323
11 O -2.1063 3.3364 -1.1212  -0.458
12 O -0.6754 2.1733 0.7159  -0.377
13 O -1.7837 -4.2406 2.3276  -0.539
14 O 2.3460 2.7631 0.2223  -0.334
15 C -1.3047 -3.8180 1.3104  0.733
16 C 2.4370 1.4417 -0.0136  0.547
17 C 0.1589 -2.3797 2.4584  -0.141
18 C 1.1063 -3.3548 3.1220  -1.212
19 C 0.1450 1.5916 -1.9962  -1.570
20 C -2.5919 -5.2766 0.0390  -0.665
21 C 1.5353 2.2656 -1.8344  0.236
22 C 1.7108 3.4637 -0.8939  0.460
23 H -0.3363 1.8230 -3.0162  0.552
24 H 0.8038 3.9947 -0.6215  0.451
25 H -2.1418 -6.1965 0.4095  0.292
26 H -3.4780 -5.0265 0.6188  0.307
27 H 0.6916 -1.4629 2.2105  0.322
28 H 1.9043 -3.6393 2.4341  0.294
29 H 2.5448 4.0919 -1.2058  -1.039
30 H -2.8791 -5.4185 -0.9998  0.218
31 H -0.1612 5.5053 -2.1976  0.190
32 H -1.8994 3.5459 -2.0699  0.337
33 H 0.5908 -4.2701 3.4136  0.349
34 H 1.5476 -2.9102 4.0132  0.364
35 H 1.7325 2.6668 -2.8344  0.562
36 H 0.3389 0.4526 -2.0049  0.870
37 H -1.8483 0.0588 0.0303  0.294
38 H -0.6656 -2.1079 3.1164  0.329

total charge: 0
orbital gap: 2.77 eV
2S+1: 1
LUMO: -2.156 eV

# 5
A structure of composition C8H16ClFNO9PS in a non-equilibrium geometry, computed with wB97M-V/def2-TZVPD.

Last column: natural (NBO) charge in e.
CARTESIAN COORDINATES (ANGSTROEM)
1 Cl -6.1689 2.3166 3.1944  -0.305
2 S -2.0635 2.1753 1.8608  2.541
3 P -4.8756 2.5156 1.6035  1.281
4 F -2.5461 0.6944 1.9901  -0.470
5 O -1.8874 2.4219 0.4787  -0.905
6 O 1.4408 0.0343 -4.1372  -0.494
7 O 3.3638 -3.5260 0.7935  -0.493
8 O 2.2901 -4.0965 -1.1100  -0.647
9 O -5.3340 3.9226 0.9505  -0.983
10 O 3.5244 -5.5592 0.0886  -0.494
11 O -0.9918 2.3348 2.7683  -0.889
12 O 1.9342 0.7304 -2.0470  -0.653
13 O 0.0425 1.3289 -3.1242  -0.494
14 N -3.3361 3.1032 2.3685  -1.005
15 C 2.6664 -0.7025 -4.1419  -0.257
16 C 2.9895 -4.3650 -0.1679  0.978
17 C -3.9283 4.3921 4.3574  -0.449
18 C -0.3374 2.0884 -1.9685  -0.254
19 C 1.2088 0.7028 -3.0078  0.980
20 C -3.3294 3.3108 3.8144  -0.001
21 C 2.8530 -2.1966 0.6441  -0.256
22 C 3.2017 -6.5651 -0.8742  -0.255
23 H 3.5708 -6.2869 -1.8594  0.192
24 H -1.2980 2.5391 -2.1943  0.196
25 H -4.6727 4.6069 1.1239  0.514
26 H -3.3761 5.0741 4.9930  0.230
27 H -4.9702 4.6029 4.1347  0.214
28 H 2.6645 -1.4557 -3.3557  0.199
29 H 1.7653 -2.1979 0.6715  0.192
30 H 2.1267 -6.7301 -0.9122  0.193
31 H 3.2016 -1.7508 -0.2851  0.200
32 H 0.3938 2.8701 -1.7704  0.190
33 H -2.8559 2.5439 4.4143  0.227
34 H -0.4379 1.4420 -1.1051  0.201
35 H 3.5167 -0.0342 -4.0194  0.190
36 H 3.2345 -1.6227 1.4830  0.196
37 H 3.6979 -7.4721 -0.5421  0.195
38 H 2.7223 -1.1894 -5.1109  0.194

total charge: 0
orbital gap: 8.68 eV
2S+1: 1
LUMO: -0.502 eV

# 6
A cluster of 2 separate species, C8H16ClN3 in total in a non-equilibrium geometry, computed with wB97M-V/def2-TZVPD.

Last column: natural (NBO) charge in e.
CARTESIAN COORDINATES (ANGSTROEM)
1 Cl 0.3461 -1.1717 2.6607  0.081
2 N 2.0517 0.7653 2.0258  -0.439
3 N 3.0480 -1.0899 3.4466  -0.358
4 N 3.1546 1.1220 4.1092  -0.582
5 C -5.6429 1.4294 -5.7535  0.392
6 C 2.5541 1.5098 2.8909  0.324
7 C 1.9103 -0.5740 2.1848  0.131
8 C 3.2920 -2.5892 3.5768  -0.204
9 C 3.3595 -0.1640 4.3249  0.368
10 C -4.7696 2.1490 -6.7243  -0.743
11 C 4.8137 -2.9478 3.6977  -0.620
12 C -7.0120 1.5909 -5.5935  -0.738
13 H -5.1190 0.6848 -5.1336  0.238
14 H 5.1973 -2.4063 4.4876  0.211
15 H -7.5378 1.4740 -4.5970  0.319
16 H 2.4616 -1.1488 1.4086  0.239
17 H -7.4605 2.5876 -5.9880  0.294
18 H 5.3163 -2.8878 2.7114  0.237
19 H 4.9211 -3.9690 4.0431  0.250
20 H 2.8376 2.5215 2.5370  0.228
21 H -4.2920 1.2925 -7.2347  0.297
22 H 2.7674 -2.9358 2.6852  0.218
23 H 3.8116 -0.5120 5.2598  0.234
24 H -3.8912 2.7106 -6.3356  0.335
25 H -5.2696 2.7155 -7.4867  0.269
26 H 3.5084 1.8718 4.7329  0.464
27 H -7.1275 0.8759 -6.3589  0.337
28 H 2.7706 -2.9044 4.4225  0.220

total charge: +2
orbital gap: 7.93 eV
2S+1: 1
LUMO: -7.908 eV

# 7
A structure of composition C8H16ClNiO6 in a non-equilibrium geometry, computed with wB97M-V/def2-TZVPD.

Last column: natural (NBO) charge in e.
CARTESIAN COORDINATES (ANGSTROEM)
1 Ni 0.5761 -4.7997 2.5537  0.761
2 Cl 0.6651 -2.6463 1.5075  -0.754
3 O -0.5072 3.8082 2.2985  -0.523
4 O 1.2448 -1.6478 -2.1721  -0.533
5 O -0.2845 1.9474 1.0222  -0.476
6 O 0.5464 -0.1430 -3.7355  -0.603
7 O -0.9094 -1.5956 -2.7405  -0.539
8 O -1.7474 1.9532 2.7606  -0.655
9 C 2.5850 -1.1460 -2.0288  -0.073
10 C -1.1335 -2.7066 -1.8486  -0.253
11 C 3.1676 -1.3453 -0.6384  -0.632
12 C 0.3562 -1.0072 -2.9222  0.997
13 C -1.2330 4.5693 3.2245  -0.250
14 C -1.9752 0.4542 -0.0420  -0.656
15 C -0.6007 0.6577 0.5779  -0.073
16 C -0.9202 2.4881 2.0103  0.995
17 H 2.6869 -0.1033 -2.3293  0.204
18 H 2.9821 -1.7575 -2.8390  0.188
19 H 3.1041 -2.3487 -0.2176  0.224
20 H -1.1643 -2.3714 -0.8119  0.188
21 H -2.2413 1.0660 -0.9039  0.223
22 H -0.3564 -3.4686 -1.9098  0.191
23 H -0.3686 0.0250 1.4346  0.202
24 H 0.0807 0.2703 -0.1795  0.193
25 H -2.1575 -0.5586 -0.4014  0.225
26 H -2.2358 4.7757 2.8506  0.180
27 H -2.7755 0.7832 0.6207  0.226
28 H -1.3880 4.0718 4.1819  0.190
29 H 2.6409 -0.6480 0.0131  0.217
30 H -0.7452 5.5085 3.4854  0.195
31 H 4.2083 -1.0217 -0.6173  0.223
32 H -2.1004 -3.0633 -2.2035  0.198

total charge: 0
orbital gap (alpha / beta): 8.79 / 7.34 eV
2S+1: 4
LUMO (alpha / beta): -0.146 / -3.059 eV
expectation value of S²: 3.75